1.
This record from the Open Molecules 2025 dataset describes 3 unconnected molecules or ions with the total composition C23H44NO3. The level of theory is ωB97M-V/def2-TZVPD.

Its electronic energy is -32191.26260 eV. The value obtained for the LUMO energy is -4.4 eV. The calculation puts the relative energy (zero: lowest compared OMol25 entry of this formula, charge and spin) at 25.2 kcal/mol. As for the total charge: +1. For the HOMO energy, the calculation gives -12.2 eV.

Last column: Mulliken charge in e.
Cartesian coordinates (Å):
1 C 4.3723 -2.2977 2.6039  -0.64
2 O 3.1363 -1.7025 2.2458  -0.29
3 C 2.2089 -1.5627 3.3100  -0.43
4 C 1.6138 -2.8774 3.8084  -0.68
5 C 0.4871 -3.4656 2.9233  0.17
6 C 0.8759 -4.8265 2.3349  -1.40
7 C 1.9490 -4.7149 1.3053  -0.05
8 C 1.8698 -3.8373 0.2422  0.52
9 C 2.8935 -3.7931 -0.6841  0.48
10 C 2.7845 -2.8152 -1.8265  0.04
11 O 2.0846 -3.0389 -2.7633  -0.43
12 O 3.5873 -1.7361 -1.7207  -0.46
13 C 3.9946 -4.6461 -0.5705  -0.32
14 C 4.0298 -5.5153 0.4774  -0.72
15 N 3.0240 -5.5186 1.3757  0.15
16 H 4.3478 -2.7640 3.5889  0.38
17 H 5.1602 -1.5421 2.6182  0.32
18 H 4.6376 -3.0383 1.8475  0.12
19 H 2.6335 -1.0135 4.1549  0.33
20 H 1.3995 -0.9522 2.9086  0.19
21 H 1.2156 -2.7217 4.8106  0.42
22 H 2.4006 -3.6281 3.9217  0.33
23 H -0.3930 -3.6200 3.5435  0.49
24 H 0.2151 -2.7706 2.1303  -0.29
25 H 0.0168 -5.2639 1.8160  0.40
26 H 1.1659 -5.5125 3.1315  0.38
27 H 1.0175 -3.1837 0.1250  0.43
28 H 3.5803 -1.3755 -0.8211  0.38
29 H 4.7946 -4.6202 -1.2948  0.53
30 H 4.8376 -6.2107 0.6437  0.39
31 H 3.0728 -6.1707 2.1483  0.29
32 C -5.2960 -0.3331 -0.7001  -1.25
33 C -4.2180 -1.1709 -0.0195  -0.33
34 C -3.5953 -0.4884 1.1979  -0.60
35 C -2.8777 0.8293 0.8995  -0.95
36 C -1.7600 0.7290 -0.1360  0.37
37 C -0.6231 -0.1933 0.2879  -1.14
38 H -4.8956 0.6044 -1.0883  0.28
39 H -5.7348 -0.8728 -1.5396  0.39
40 H -6.0994 -0.0929 -0.0013  0.30
41 H -3.4417 -1.4274 -0.7468  0.21
42 H -4.6566 -2.1189 0.3030  0.40
43 H -2.8994 -1.1848 1.6787  0.11
44 H -4.3792 -0.2954 1.9360  0.44
45 H -2.4623 1.2188 1.8346  0.41
46 H -3.6031 1.5738 0.5634  0.38
47 H -1.3530 1.7288 -0.3070  -0.33
48 H -2.1598 0.3967 -1.0970  0.37
49 H -0.1770 0.1397 1.2291  0.30
50 H 0.1635 -0.1913 -0.4718  0.41
51 H -0.9565 -1.2278 0.4137  0.17
52 C -2.2335 7.0782 -3.8600  -1.18
53 C -0.7852 6.6268 -3.6959  -0.39
54 C -0.6131 5.1089 -3.7238  -0.85
55 C -1.3404 4.3597 -2.6061  -0.44
56 C -0.9592 4.7903 -1.1909  -0.49
57 C 0.5113 4.5536 -0.8588  -1.22
58 H -2.8649 6.7179 -3.0463  0.28
59 H -2.3025 8.1663 -3.8690  0.38
60 H -2.6511 6.7097 -4.7991  0.29
61 H -0.3778 7.0351 -2.7669  0.22
62 H -0.1865 7.0560 -4.5029  0.37
63 H 0.4541 4.8720 -3.6898  0.33
64 H -0.9725 4.7294 -4.6853  0.39
65 H -1.1374 3.2887 -2.7175  0.25
66 H -2.4204 4.4736 -2.7321  0.38
67 H -1.5757 4.2301 -0.4812  0.31
68 H -1.2041 5.8438 -1.0355  0.40
69 H 0.7706 3.4978 -0.9759  0.22
70 H 0.7292 4.8395 0.1713  0.37
71 H 1.1701 5.1346 -1.5051  0.37

***

2.
This record from the Open Molecules 2025 dataset describes a molecular structure, C23H44NP3RhS in a non-equilibrium geometry. The level of theory is ωB97M-V/def2-TZVPD.

Its expectation value of S² is 6.0296. The multiplicity is 5. Its electronic energy is -67737.73409 eV. The value obtained for the LUMO energy (spin up / spin down) is -7.3 / -11.5 eV. The calculation puts the relative energy (zero: lowest compared OMol25 entry of this formula, charge and spin) at 0.0 kcal/mol. As for the total charge: +3. For the HOMO energy (spin up / spin down), the calculation gives -13.8 / -17.2 eV.

Last column: Mulliken charge in e.
Cartesian coordinates (Å):
1 Rh 0.2293 0.4306 0.8883  -0.22
2 P 2.0646 1.4780 1.9253  1.36
3 P -1.4568 2.0260 1.1226  1.01
4 P 0.7676 1.2198 -1.2275  1.40
5 H -0.8790 -1.9652 0.4083  0.41
6 C -0.1005 -1.4272 -0.1416  -1.03
7 C 1.2342 -1.4106 0.3675  -0.53
8 H 1.4730 -2.0172 1.2424  0.62
9 C 2.4552 1.1242 3.6725  -1.28
10 C 1.9449 3.3018 1.9998  -1.39
11 C 3.6398 1.0979 1.0691  -1.29
12 C -2.9986 1.3707 0.3725  -1.26
13 C -1.9283 2.4538 2.8340  -1.11
14 C -1.3011 3.7010 0.3879  -1.34
15 C 1.9344 0.2238 -2.2380  -1.49
16 C 1.5027 2.8865 -1.4285  -1.52
17 C -0.7305 1.2504 -2.2915  -1.39
18 H -0.2669 -1.3249 -1.2181  0.20
19 H 2.0719 -1.2617 -0.3191  0.17
20 H 2.6677 0.0602 3.8200  0.42
21 H 1.6076 1.4166 4.3062  0.37
22 H 3.3362 1.7132 3.9700  0.53
23 H 1.0783 3.5875 2.6090  0.33
24 H 1.8511 3.7450 1.0048  0.33
25 H 2.8534 3.6982 2.4759  0.55
26 H 3.7830 0.0103 1.0539  0.34
27 H 4.4771 1.5568 1.6153  0.52
28 H 3.6496 1.4670 0.0365  0.25
29 H -3.8048 2.1097 0.4869  0.45
30 H -3.3047 0.4386 0.8590  0.40
31 H -2.8524 1.1588 -0.6915  0.26
32 H -2.7253 3.2114 2.8045  0.53
33 H -1.0634 2.8675 3.3659  0.32
34 H -2.2934 1.5724 3.3718  0.40
35 H -2.1934 4.2860 0.6556  0.56
36 H -1.2271 3.6742 -0.7037  0.39
37 H -0.4236 4.2155 0.7968  0.35
38 H 2.0474 0.6891 -3.2273  0.52
39 H 1.5655 -0.7981 -2.3755  0.36
40 H 2.9183 0.1827 -1.7571  0.29
41 H 1.5721 3.1153 -2.5014  0.53
42 H 2.5128 2.9190 -1.0065  0.40
43 H 0.8923 3.6578 -0.9524  0.31
44 H -0.4475 1.4715 -3.3299  0.41
45 H -1.4415 2.0106 -1.9548  0.24
46 H -1.2242 0.2721 -2.2655  0.36
47 C -0.3440 -2.3202 -6.0138  0.99
48 C -1.5093 -2.5396 -6.7660  -0.38
49 C -1.7694 -3.8000 -7.3034  -0.56
50 C -0.8595 -4.8491 -7.1109  -0.35
51 C 0.3205 -4.6230 -6.3948  -0.53
52 C 0.5843 -3.3656 -5.8579  -0.39
53 S -0.0079 -0.7868 -5.2576  0.01
54 H -1.1868 -0.1677 -5.5306  0.24
55 H -2.1935 -1.7026 -6.9038  0.31
56 H -2.6853 -3.9671 -7.8738  0.40
57 H -1.0745 -5.8343 -7.5231  0.43
58 H 1.0390 -5.4308 -6.2521  0.40
59 H 1.4985 -3.1669 -5.3056  0.40
60 C -1.6626 -2.6731 6.2868  -1.43
61 C -1.2280 -1.9942 5.0250  0.95
62 C 0.1052 -1.9824 4.6219  -1.45
63 C 0.4616 -1.3318 3.4415  -0.44
64 N -0.4301 -0.6549 2.6967  0.77
65 C -1.7301 -0.7711 3.0125  -0.80
66 C -2.1581 -1.3757 4.1940  -0.84
67 H -0.8060 -3.1301 6.7849  0.36
68 H -2.1230 -1.9696 6.9896  0.35
69 H -2.4027 -3.4606 6.0994  0.37
70 H 0.8795 -2.4732 5.2084  0.40
71 H 1.4882 -1.3707 3.0716  0.69
72 H -2.4590 -0.3638 2.3095  0.53
73 H -3.2139 -1.3618 4.4592  0.50

***

3.
This record from the Open Molecules 2025 dataset describes 5 unconnected molecules or ions with the total composition C23H44O11 in a non-equilibrium geometry. The level of theory is ωB97M-V/def2-TZVPD.

Its electronic energy is -47087.75222 eV. The value obtained for the LUMO energy is 0.4 eV. The calculation puts the relative energy (zero: lowest compared OMol25 entry of this formula, charge and spin) at 0.0 kcal/mol. As for the SMILES: CC(C)C[C@@H]1COC(=O)O1.CCOC(C)=O.CCOC(C)=O.CCOC(C)=O.CCOC(C)=O. As for the total charge: 0. For the HOMO energy, the calculation gives -10.0 eV.

Last column: Mulliken charge in e.
Cartesian coordinates (Å):
1 C 1.4873 -3.3957 -2.3064  -1.58
2 C 0.8405 -2.0047 -2.3702  0.93
3 C 1.9305 -0.9687 -2.6844  -1.64
4 C -0.2298 -1.9155 -3.4633  -0.90
5 C -1.5648 -2.6154 -3.1833  0.47
6 C -2.6600 -1.6596 -2.6830  -0.25
7 O -2.6952 -1.9091 -1.2694  -0.33
8 C -1.9122 -2.9617 -0.9907  0.55
9 O -1.6039 -3.3187 0.1074  -0.55
10 O -1.5456 -3.5845 -2.1347  -0.40
11 H 0.7384 -4.1843 -2.3274  0.39
12 H 2.0149 -3.5052 -1.3576  0.37
13 H 2.1900 -3.5287 -3.1289  0.38
14 H 0.4316 -1.7687 -1.3841  0.21
15 H 2.1720 -1.0185 -3.7482  0.35
16 H 2.8279 -1.1612 -2.0996  0.44
17 H 1.5761 0.0441 -2.4852  0.36
18 H 0.2161 -2.2762 -4.3907  0.51
19 H -0.4628 -0.8665 -3.6363  -0.04
20 H -1.9193 -3.0553 -4.1134  0.47
21 H -2.4267 -0.6086 -2.8456  -0.04
22 H -3.6368 -1.8304 -3.1345  0.25
23 C -0.5858 4.0327 -5.4514  -0.65
24 C -0.6181 3.1771 -6.7013  -0.48
25 O -0.3989 1.7955 -6.4083  -0.36
26 C -1.3909 0.9759 -6.0116  0.80
27 C -2.7436 1.5380 -5.6623  -0.63
28 O -1.1371 -0.1893 -5.8539  -0.57
29 H -1.3856 3.7639 -4.7599  0.00
30 H -0.6947 5.0861 -5.7112  0.38
31 H 0.3627 3.8976 -4.9312  0.30
32 H -1.5419 3.3079 -7.2659  0.38
33 H 0.2008 3.4509 -7.3643  0.32
34 H -2.7805 1.6962 -4.5876  -0.14
35 H -3.4988 0.8015 -5.9242  0.37
36 H -2.9939 2.4703 -6.1617  0.33
37 C -1.1608 -3.4176 3.2960  -0.82
38 C -0.4845 -3.9060 4.5591  -0.54
39 O 0.9443 -3.8932 4.4504  -0.35
40 C 1.6805 -2.7920 4.6693  0.67
41 C 1.0020 -1.4518 4.8281  -0.62
42 O 2.8789 -2.8965 4.6780  -0.55
43 H -0.9147 -2.3778 3.0820  0.20
44 H -2.2438 -3.4980 3.3910  0.40
45 H -0.8465 -4.0079 2.4382  0.31
46 H -0.8024 -3.3496 5.4426  0.39
47 H -0.7331 -4.9505 4.7383  0.30
48 H 1.0061 -0.9535 3.8592  0.22
49 H 1.5846 -0.8567 5.5287  0.07
50 H -0.0200 -1.5009 5.1938  0.32
51 C -2.1723 2.8595 0.3952  -0.99
52 C -2.2433 3.6326 -0.9044  -0.44
53 O -2.8368 2.8613 -1.9564  -0.33
54 C -4.1673 2.7695 -2.1443  0.91
55 C -5.1159 3.3470 -1.1231  -1.31
56 O -4.5552 2.1712 -3.1114  -0.53
57 H -3.1642 2.6058 0.7691  0.27
58 H -1.6602 3.4483 1.1562  0.39
59 H -1.6260 1.9280 0.2485  0.27
60 H -2.7593 4.5870 -0.7933  0.39
61 H -1.2397 3.8544 -1.2629  0.35
62 H -5.4114 2.5481 -0.4442  0.29
63 H -5.9996 3.7020 -1.6465  0.35
64 H -4.7071 4.1698 -0.5429  0.36
65 C 5.5277 -0.9642 5.7644  -0.95
66 C 4.7163 0.1906 5.2210  -0.45
67 O 3.6547 0.5723 6.1056  -0.32
68 C 3.8236 1.4026 7.1501  0.75
69 C 5.2203 1.8026 7.5671  -0.99
70 O 2.8534 1.7685 7.7546  -0.57
71 H 6.0295 -0.7029 6.6973  0.31
72 H 6.2845 -1.2672 5.0408  0.36
73 H 4.8738 -1.8134 5.9581  0.27
74 H 5.3343 1.0565 4.9762  0.39
75 H 4.2134 -0.1141 4.3052  0.31
76 H 5.5396 1.1391 8.3695  0.26
77 H 5.1791 2.8182 7.9520  0.33
78 H 5.9560 1.7676 6.7681  0.32